# 1
C5H10N2 as an isolated structure at a distorted geometry. Source: OMol25; level of theory: wB97M-V/def2-TZVPD.

The total energy comes out at -8322.2166 eV. The molar mass is 98.15 g mol⁻¹. The LUMO energy comes out at 1.0 eV. The frontier orbital gap comes out at 9.06 eV.

ORCA input file:
```
! wB97M-V def2-TZVPD RIJCOSX def2/J DEFGRID3
* xyz 0 1
C 1.1151 -0.6897 1.6463
C 1.5059 -0.7462 0.1782
N 0.5997 -1.3726 -0.8070
C 0.6731 0.0364 -0.8108
C -0.3139 1.0739 -0.7161
C -1.7538 0.9002 -0.9800
N -1.9049 1.0122 0.4283
H 1.0019 -1.6959 2.0733
H 0.1687 -0.1487 1.7605
H 1.8781 -0.1676 2.2347
H 2.5591 -0.9545 -0.0277
H -0.2728 -1.7673 -0.4575
H 0.6789 0.7326 -1.8544
H 0.1438 2.0338 -0.5061
H -2.1813 1.7368 -1.5206
H -1.9879 -0.0512 -1.4688
H -1.9098 0.0679 0.8276
*
```

# 2
A 2-piece molecular cluster, C4H12S overall at a distorted geometry. Source: OMol25; level of theory: wB97M-V/def2-TZVPD.

The total energy comes out at -15177.2032 eV. The structure (SMILES) is CSC.CC. The molar mass is 92.21 g mol⁻¹. The LUMO energy comes out at 1.1 eV. The frontier orbital gap comes out at 9.55 eV.

ORCA input file:
```
! wB97M-V def2-TZVPD RIJCOSX def2/J DEFGRID3
* xyz 0 1
C 0.2714 0.7007 -1.2925
S -0.3576 -0.8697 -1.9583
C -0.8637 -0.4068 -3.6602
H -0.4532 1.2193 -0.6892
H 1.1540 0.4289 -0.7270
H 0.5352 1.3433 -2.1316
H -0.1048 0.2455 -4.0635
H -1.8658 -0.0116 -3.5700
H -0.9908 -1.3317 -4.2205
C 0.7149 0.4681 3.0413
C 0.0121 -0.7937 2.5288
H -0.0255 1.2904 3.0425
H 1.0223 0.3702 4.0802
H 1.3853 0.8847 2.2906
H 0.0574 -0.9897 1.4618
H -1.0034 -0.8827 2.9253
H 0.5121 -1.6652 2.9425
*
```

# 3
A 2-piece molecular cluster, C22H19Cl3NO5 overall at a distorted geometry. Source: OMol25; level of theory: wB97M-V/def2-TZVPD.

The total energy comes out at -72417.3234 eV. The molar mass is 483.75 g mol⁻¹. The LUMO energy comes out at 2.4 eV. The frontier orbital gap comes out at 5.16 eV.

ORCA input file:
```
! wB97M-V def2-TZVPD RIJCOSX def2/J DEFGRID3
* xyz -1 1
C 1.3337 2.6754 -3.4425
C 1.2040 1.1985 -3.1750
O -0.1316 0.9705 -2.6663
C -0.4332 -0.3279 -2.5800
C -1.7708 -0.6609 -1.8204
C -2.9643 0.3237 -2.0436
O -4.1281 -0.0110 -1.8414
O -2.6068 1.5967 -2.3181
C -3.5703 2.6367 -1.8664
C -3.0446 3.9489 -2.3997
C -2.1821 -2.1477 -1.8543
C -3.3278 -2.5299 -1.1392
C -3.7882 -3.8532 -1.1605
C -3.0951 -4.8360 -1.8846
C -1.8358 -4.5066 -2.3943
C -1.3904 -3.1829 -2.3782
O 0.3534 -1.1615 -3.0085
H 2.3414 2.8845 -3.8162
H 0.6199 3.0009 -4.2118
H 1.1788 3.2850 -2.5433
H 1.3409 0.6300 -4.1026
H 1.9309 0.8641 -2.4215
H -4.5769 2.3903 -2.2515
H -3.5721 2.6362 -0.7605
H -3.7871 4.7385 -2.2525
H -2.1395 4.2525 -1.8607
H -2.8130 3.8731 -3.4669
H -3.9164 -1.7820 -0.6038
H -4.7314 -4.0987 -0.6751
H -3.4937 -5.8510 -1.9796
H -1.2195 -5.2596 -2.8668
H -0.4344 -2.9215 -2.8139
Cl -1.3401 -0.1419 -0.2062
C 1.4022 -1.2521 3.8248
Cl 0.3478 -2.5024 3.3478
C 2.6894 -1.2117 3.0920
O 2.8816 -1.7396 2.0056
C 3.7128 -0.3486 3.7599
C 3.2609 0.6929 4.6103
C 4.2427 1.4280 5.3225
C 5.5026 0.8693 5.4100
C 5.8503 -0.1125 4.4564
N 4.9993 -0.6480 3.5964
C 1.8404 0.9126 4.6721
Cl 1.2857 2.5292 4.8271
C 0.9680 -0.1562 4.5455
H 3.9575 2.3158 5.8318
H 6.2214 1.1711 6.1542
H 6.8736 -0.4496 4.3883
H -0.0459 -0.1314 4.9609
*
```

# 4
A 2-piece molecular cluster, C5H12N2O overall at a distorted geometry. Source: OMol25; level of theory: wB97M-V/def2-TZVPD.

The total energy comes out at -10405.7905 eV. The structure (SMILES) is [H]/N=C\C.CN(C)C=O. The molar mass is 116.16 g mol⁻¹. The LUMO energy comes out at 0.8 eV. The frontier orbital gap comes out at 9.52 eV.

ORCA input file:
```
! wB97M-V def2-TZVPD RIJCOSX def2/J DEFGRID3
* xyz 0 1
H 1.1997 -1.3307 0.7142
N 1.5195 -0.9808 -0.1941
C 0.7170 -1.3873 -1.1575
C -0.3908 -2.3722 -0.9169
H 1.0682 -1.2748 -2.1910
H -1.1168 -2.3035 -1.7311
H 0.0104 -3.3860 -0.8463
H -0.9115 -2.1344 0.0142
C 0.9241 2.0623 0.6705
N -0.0673 1.0404 0.3978
C -0.9274 0.6498 1.4994
C -0.5418 0.8567 -0.9557
O -1.6977 0.5557 -1.2292
H 1.5151 1.7557 1.5375
H 1.5914 2.1882 -0.1848
H 0.4303 3.0157 0.8838
H -1.4327 1.5272 1.9128
H -0.3109 0.1873 2.2756
H -1.6861 -0.0616 1.1699
H 0.1073 1.3925 -1.6689
*
```

# 5
C8H7BF4N3OSV as an isolated structure at a distorted geometry. Source: OMol25; level of theory: wB97M-V/def2-TZVPD.

The total energy comes out at -62995.4791 eV. The molar mass is 330.98 g mol⁻¹. The LUMO energy (spin up / spin down) comes out at -4.7 / -5.0 eV. The frontier orbital gap (spin up / spin down) comes out at 7.43 / 7.31 eV. Its expectation value of S² is 0.77.

ORCA input file:
```
! wB97M-V def2-TZVPD RIJCOSX def2/J DEFGRID3
* xyz 1 2
V 0.0694 0.0538 0.4756
N 1.8773 2.5613 -2.1023
C 1.0199 1.7006 -1.5797
S 1.5824 0.0542 -1.2051
N -0.2384 1.9911 -1.3990
N -0.9359 1.0804 -0.7436
C -2.2283 0.9679 -0.9302
C -2.9750 -0.1379 -0.4364
C -4.3717 -0.2244 -0.5812
C -5.0463 -1.3790 -0.2507
C -4.3476 -2.4970 0.2055
C -2.9765 -2.4441 0.3909
C -2.2766 -1.2720 0.1062
O -0.9973 -1.1063 0.2715
H 2.8144 2.2715 -2.3263
H 1.6079 3.5247 -2.2423
H -2.7140 1.7038 -1.5679
H -4.9093 0.6376 -0.9451
H -6.1185 -1.4267 -0.3586
H -4.8757 -3.4124 0.4199
H -2.4201 -3.2965 0.7552
F 1.6773 0.6371 3.9413
B 1.0168 -0.0923 3.1172
F 0.7380 1.3962 1.1708
F -0.3007 -0.1323 3.1123
F 1.6087 -0.8412 2.1977
*
```

# 6
A single C7H14 molecule. Source: OMol25; level of theory: wB97M-V/def2-TZVPD.

The total energy comes out at -7485.5027 eV. The structure (SMILES) is CC(C)CC1CC1. The molar mass is 98.19 g mol⁻¹. The LUMO energy comes out at 1.2 eV. The frontier orbital gap comes out at 11.33 eV.

ORCA input file:
```
! wB97M-V def2-TZVPD RIJCOSX def2/J DEFGRID3
* xyz 0 1
C -1.1576 -1.1555 -0.8299
C 0.3053 -1.1459 -0.3814
C 1.1861 -1.7799 -1.4588
C 0.7902 0.2705 -0.0349
C 0.1593 0.8565 1.2109
C 0.0321 2.3442 1.3843
C -1.1967 1.5060 1.1768
H -1.2838 -0.5325 -1.7262
H -1.4839 -2.1706 -1.0839
H -1.8258 -0.7700 -0.0549
H 0.3895 -1.7578 0.5298
H 0.8729 -2.8102 -1.6647
H 1.1140 -1.2183 -2.3995
H 2.2405 -1.8002 -1.1601
H 1.8812 0.2501 0.1023
H 0.6022 0.9367 -0.8914
H 0.3840 0.2991 2.1204
H 0.2059 2.7733 2.3670
H 0.3506 2.9767 0.5591
H -1.7006 1.5812 0.2164
H -1.8653 1.3468 2.0187
*
```